C25H68AlN2O7 | ωB97M-V/def2-TZVPD

E (eV): -50938.59241
Net charge: -1
LUMO level (eV): 1.96
HOMO level (hartree): -0.157
Orbital gap (Ha): 0.2293

Positions of all 103 atoms, in Å:
C1 1.405 -0.746 -5.138
Al1 -0.597 -0.236 -4.838
N1 -0.729 1.635 -5.412
N2 -1.722 -1.389 -5.890
O1 -0.888 -0.312 -2.979
H1 1.744 -0.184 -6.132
H2 1.519 -1.910 -5.202
H3 2.016 -0.331 -4.230
H4 -1.620 2.025 -5.015
H5 -0.782 1.551 -6.458
H6 -2.625 -1.627 -5.424
H7 -1.938 -0.861 -6.787
H8 -1.860 -0.508 -2.754
C2 3.418 1.054 -0.577
C3 4.448 1.683 -1.499
O2 3.934 2.004 -2.789
C4 2.867 2.948 -2.833
C5 3.242 4.311 -2.279
H9 2.945 0.190 -1.057
H10 3.887 0.727 0.355
H11 2.623 1.761 -0.322
H12 5.259 0.964 -1.658
H13 4.903 2.567 -1.040
H14 1.983 2.546 -2.328
H15 2.597 3.062 -3.886
H16 3.439 4.267 -1.203
H17 2.431 5.027 -2.441
H18 4.150 4.688 -2.762
C6 5.278 8.438 0.204
C7 4.033 7.569 0.249
O3 4.318 6.176 0.343
C8 5.032 5.747 1.499
C9 4.298 6.022 2.800
H19 5.955 8.104 -0.589
H20 5.008 9.483 0.021
H21 5.832 8.395 1.147
H22 3.474 7.710 -0.682
H23 3.365 7.876 1.060
H24 6.035 6.186 1.510
H25 5.168 4.667 1.397
H26 4.212 7.096 2.992
H27 4.832 5.573 3.643
H28 3.283 5.613 2.765
C10 -1.538 -2.938 1.312
C11 -2.208 -4.181 0.753
O4 -3.355 -3.897 -0.043
C12 -3.141 -3.113 -1.214
C13 -2.198 -3.762 -2.212
H29 -2.263 -2.313 1.845
H30 -0.735 -3.213 2.002
H31 -1.102 -2.325 0.517
H32 -2.555 -4.797 1.590
H33 -1.497 -4.795 0.191
H34 -2.798 -2.109 -0.941
H35 -4.119 -2.988 -1.687
H36 -1.180 -3.831 -1.816
H37 -2.158 -3.177 -3.137
H38 -2.527 -4.779 -2.450
C14 8.244 5.248 8.181
C15 7.207 4.464 7.396
O5 6.803 5.107 6.190
C16 7.819 5.331 5.216
C17 8.463 4.053 4.708
H39 7.902 6.274 8.357
H40 8.437 4.769 9.145
H41 9.194 5.310 7.641
H42 6.307 4.362 8.011
H43 7.555 3.447 7.186
H44 8.570 6.026 5.604
H45 7.335 5.836 4.375
H46 9.034 3.551 5.495
H47 9.149 4.271 3.884
H48 7.701 3.349 4.358
C18 -8.078 -4.681 -5.487
C19 -6.896 -4.436 -4.565
O6 -6.479 -3.074 -4.528
C20 -7.434 -2.126 -4.059
C21 -7.880 -2.373 -2.629
H49 -7.875 -4.287 -6.489
H50 -8.287 -5.752 -5.565
H51 -8.983 -4.188 -5.120
H52 -6.041 -5.013 -4.931
H53 -7.103 -4.798 -3.552
H54 -8.291 -2.084 -4.739
H55 -6.950 -1.147 -4.110
H56 -8.447 -3.305 -2.540
H57 -8.521 -1.557 -2.281
H58 -7.014 -2.453 -1.962
C22 -5.280 -5.703 2.068
C23 -6.525 -6.572 2.113
O7 -6.240 -7.966 2.207
C24 -5.526 -8.394 3.363
C25 -6.259 -8.119 4.664
H59 -4.603 -6.038 1.275
H60 -5.550 -4.659 1.885
H61 -4.726 -5.746 3.011
H62 -7.083 -6.432 1.182
H63 -7.193 -6.265 2.924
H64 -4.523 -7.955 3.374
H65 -5.389 -9.474 3.261
H66 -6.346 -7.045 4.856
H67 -5.725 -8.568 5.507
H68 -7.274 -8.528 4.629